[1]
Computed, not measured: C4H6O2 as an isolated structure, with ωB97M-V with the def2-TZVPD basis set.

## Properties
Charge = 0
LUMO level = 0.030 hartree
Energy relative to the best compared isomer or geometry (same formula, charge and spin) = 216.5 kJ/mol
E_HOMO = -9.59 eV

Structure (XYZ):
```
12
Properties=species:S:1:pos:R:3:forces:R:3:nbo_charge:R:1
O -0.988 -0.120 -2.260 -0.013 0.026 -0.293 -0.522
C -1.058 0.593 -1.291 -0.038 -0.443 -0.336 0.390
C -0.769 -0.151 0.051 -0.236 -0.451 -0.224 0.009
C 0.659 -0.783 0.078 -0.079 0.190 -0.064 -0.436
C 0.904 0.337 1.103 0.385 0.077 0.148 -0.064
O -0.503 0.595 1.231 -0.187 0.480 -0.271 -0.521
H -1.351 1.669 -1.509 0.313 -0.671 1.190 0.142
H -1.597 -0.868 0.207 0.187 0.409 -0.214 0.207
H 1.198 -0.761 -0.873 -0.048 0.115 0.244 0.222
H 0.755 -1.790 0.509 -0.426 0.381 -0.165 0.219
H 1.426 1.204 0.679 -0.002 -0.082 0.143 0.169
H 1.323 0.075 2.076 0.144 -0.031 -0.158 0.185
```
Forces are in eV/Å.

[2]
Computed, not measured: one molecule with the formula C4H6O2, with ωB97M-V with the def2-TZVPD basis set.

## Properties
Charge = 0
LUMO level = 0.025 hartree
Energy relative to the best compared isomer or geometry (same formula, charge and spin) = 102.0 kJ/mol
E_HOMO = -9.93 eV
SMILES = CC(C=O)C=O

Structure (XYZ):
```
12
Properties=species:S:1:pos:R:3:forces:R:3:nbo_charge:R:1
C -1.284 -0.289 -0.314 -0.091 0.002 -0.018 -0.611
C 0.228 -0.099 -0.303 -0.061 -0.037 0.021 -0.448
C 0.616 1.365 -0.141 0.361 0.112 0.122 0.457
O 1.668 1.742 0.315 -0.455 -0.144 -0.223 -0.508
C 0.921 -0.921 0.772 -0.117 -0.225 0.230 0.452
O 0.322 -1.594 1.574 0.248 0.265 -0.360 -0.508
H -1.538 -1.350 -0.373 0.041 0.153 0.004 0.235
H -1.731 0.104 0.604 0.061 -0.067 -0.114 0.222
H -1.733 0.225 -1.169 0.075 -0.052 0.130 0.214
H 0.660 -0.412 -1.268 -0.022 0.048 0.125 0.248
H -0.156 2.091 -0.475 0.088 -0.061 0.033 0.116
H 2.026 -0.862 0.777 -0.128 0.005 0.051 0.132
```
Forces are in eV/Å.

[3]
Computed, not measured: one molecule with the formula C4H6O2, with ωB97M-V with the def2-TZVPD basis set.

## Properties
Charge = 0
LUMO level (spin up / spin down) = 0.020 / -0.034 hartree
Energy relative to the best compared isomer or geometry (same formula, charge and spin) = 538.8 kJ/mol
E_HOMO (spin up / spin down) = -8.90 / -7.59 eV

Structure (XYZ):
```
12
Properties=species:S:1:pos:R:3:forces:R:3:nbo_charge:R:1
O 0.170 -1.236 -1.280 -0.706 -0.151 0.149 -0.698
C 0.007 -0.262 -0.259 1.428 0.441 0.395 -0.047
C -1.037 -0.433 0.724 -1.067 -0.441 0.534 -0.341
C -0.263 1.136 -0.712 1.143 1.754 0.483 0.391
O 0.455 1.933 -0.087 -1.933 0.395 -1.597 -0.486
C 1.276 0.079 0.460 1.087 -1.742 0.517 -0.217
H -0.313 -2.013 -0.957 0.213 0.058 -0.273 0.477
H -2.075 -0.302 0.427 0.095 -0.136 0.073 0.184
H -0.813 -0.440 1.784 0.030 -0.074 -0.156 0.202
H -1.019 1.454 -1.438 0.024 -0.049 -0.036 0.163
H 1.476 -0.314 1.457 -0.128 0.074 -0.184 0.181
H 2.138 0.396 -0.118 -0.185 -0.128 0.094 0.191
```
Forces are in eV/Å.

[4]
Computed, not measured: one molecule with the formula C4H6O2, with ωB97M-V with the def2-TZVPD basis set.

## Properties
Charge = 0
LUMO level = 0.028 hartree
Energy relative to the best compared isomer or geometry (same formula, charge and spin) = 267.1 kJ/mol
E_HOMO = -8.37 eV
SMILES = C[C@H]1O/C1=C/O

Structure (XYZ):
```
12
Properties=species:S:1:pos:R:3:forces:R:3:nbo_charge:R:1
C -1.572 0.514 0.508 -0.019 -0.057 0.012 -0.638
C -0.794 -0.542 -0.238 -0.125 0.040 0.236 0.047
O -0.415 -0.151 -1.594 -0.209 0.134 -0.238 -0.460
C 0.557 -0.274 -0.649 0.599 0.413 -0.022 0.140
C 1.823 0.084 -0.497 -0.588 -0.206 -0.137 0.048
O 2.537 -0.232 0.636 0.071 0.311 -0.167 -0.671
H -1.543 0.317 1.585 -0.033 0.026 -0.116 0.218
H -1.150 1.508 0.321 -0.038 -0.281 0.021 0.229
H -2.617 0.508 0.181 0.120 -0.013 0.078 0.221
H -1.154 -1.568 -0.150 0.089 0.131 -0.127 0.194
H 2.360 0.649 -1.252 0.058 -0.357 0.129 0.199
H 1.968 -0.811 1.146 0.075 -0.140 0.332 0.472
```
Forces are in eV/Å.

[5]
Computed, not measured: one molecule with the formula C4H6O2, with ωB97M-V with the def2-TZVPD basis set.

## Properties
Charge = 0
LUMO level = -0.002 hartree
Energy relative to the best compared isomer or geometry (same formula, charge and spin) = 347.7 kJ/mol
E_HOMO = -9.54 eV
SMILES = C=CCOC=O

Structure (XYZ):
```
12
Properties=species:S:1:pos:R:3:forces:R:3:nbo_charge:R:1
C 0.297 1.012 0.708 -1.145 1.110 1.439 -0.535
C -0.686 0.116 0.938 0.417 0.570 -0.151 -0.053
C -1.039 -0.702 -0.235 -0.048 -1.072 0.855 -0.133
O -0.380 -0.284 -1.368 2.010 0.466 0.711 -0.591
C 1.172 -0.107 -0.948 -1.372 -2.194 -2.474 0.602
O 1.829 -1.030 -0.562 -0.865 1.132 0.202 -0.545
H 0.127 1.747 -0.063 0.474 -0.433 -0.948 0.252
H 0.830 1.434 1.533 0.304 0.146 0.565 0.214
H -1.002 -0.223 1.926 0.307 -0.084 -0.207 0.211
H -2.093 -0.959 -0.379 0.163 0.160 -0.224 0.219
H -0.528 -1.608 0.176 -0.424 -0.368 -0.502 0.203
H 1.472 0.604 -1.727 0.179 0.568 0.734 0.156
```
Forces are in eV/Å.

[6]
Computed, not measured: C4H6O2 as an isolated structure, with ωB97M-V with the def2-TZVPD basis set.

## Properties
Charge = 0
LUMO level = 0.014 hartree
Energy relative to the best compared isomer or geometry (same formula, charge and spin) = 441.9 kJ/mol
E_HOMO = -9.45 eV

Structure (XYZ):
```
12
Properties=species:S:1:pos:R:3:forces:R:3:nbo_charge:R:1
O -0.856 -1.334 -0.820 0.196 0.107 0.036 -0.659
C -1.107 -0.074 -0.739 -0.116 0.059 -0.088 0.076
C 0.119 1.012 0.324 0.257 0.080 -0.184 -0.002
O -0.459 1.294 1.547 0.019 -0.224 0.160 -0.678
C 1.173 0.123 0.228 -0.212 -0.433 -0.147 0.073
C 1.535 -1.053 -0.055 0.200 0.463 0.149 -0.434
H 0.409 -1.474 -0.516 -0.292 0.040 -0.036 0.361
H -1.922 0.229 -0.069 0.120 -0.038 -0.067 0.168
H -1.038 0.521 -1.666 0.023 -0.136 0.136 0.138
H 0.129 1.915 -0.283 0.020 -0.184 0.042 0.220
H -0.413 0.496 2.092 -0.025 0.141 -0.011 0.479
H 2.431 -1.657 -0.042 -0.191 0.124 0.010 0.258
```
Forces are in eV/Å.

[7]
Computed, not measured: C4H6O2 as an isolated structure, with ωB97M-V with the def2-TZVPD basis set.

## Properties
Charge = 0
LUMO level = 0.001 hartree
Energy relative to the best compared isomer or geometry (same formula, charge and spin) = 393.5 kJ/mol
E_HOMO = -9.47 eV

Structure (XYZ):
```
12
Properties=species:S:1:pos:R:3:forces:R:3:nbo_charge:R:1
C 1.563 0.291 -0.094 -0.710 -0.325 0.258 -0.326
C 0.398 0.801 -0.741 0.150 0.583 -0.965 0.281
O -0.245 1.789 -0.393 0.217 0.204 -0.463 -0.658
C -0.120 -0.662 0.460 0.492 -0.430 0.496 -0.456
C -1.639 -0.614 0.003 0.216 -0.162 -0.002 0.433
O -2.283 -1.631 0.007 0.782 0.606 0.041 -0.495
H 0.184 0.176 -1.627 -0.558 0.272 -0.438 0.125
H 2.124 -0.553 -0.485 -0.385 0.115 -0.252 0.214
H 2.206 1.035 0.413 -0.947 -0.688 0.823 0.236
H 0.191 -1.679 0.257 0.165 -0.077 0.304 0.231
H -0.140 -0.389 1.511 0.222 -0.055 0.142 0.251
H -2.091 0.365 -0.239 0.355 -0.043 0.058 0.165
```
Forces are in eV/Å.

[8]
Computed, not measured: one molecule with the formula C4H6O2, with ωB97M-V with the def2-TZVPD basis set.

## Properties
Charge = 0
LUMO level = 0.037 hartree
Energy relative to the best compared isomer or geometry (same formula, charge and spin) = 289.6 kJ/mol
E_HOMO = -9.98 eV
SMILES = C[C@H]1O[C@H]1C=O

Structure (XYZ):
```
12
Properties=species:S:1:pos:R:3:forces:R:3:nbo_charge:R:1
C -1.201 0.716 0.342 -0.028 -0.043 0.048 -0.652
C -0.539 -0.561 -0.129 -0.415 -0.173 0.246 0.090
O -0.367 -0.627 -1.527 0.125 0.078 -0.176 -0.443
C 0.802 -0.762 -0.748 0.163 -0.115 0.454 -0.055
C 1.542 0.236 0.046 0.310 0.133 0.182 0.390
O 2.006 -0.176 1.088 0.552 0.506 -0.533 -0.549
H -0.925 0.988 1.365 0.006 -0.122 -0.077 0.229
H -1.019 1.571 -0.319 0.118 -0.300 0.099 0.225
H -2.277 0.509 0.321 0.119 0.159 0.088 0.231
H -0.699 -1.425 0.506 -1.082 -0.435 -0.519 0.194
H 1.202 -1.776 -0.746 -0.013 0.250 0.265 0.204
H 1.475 1.307 -0.198 0.146 0.063 -0.076 0.135
```
Forces are in eV/Å.